Record 1
71
Properties=species:S:1:pos:R:3 method="wB97M-V/def2-TZVPD" multiplicity=1 de_lowest_ev=0.000 e_homo_ev=-3.73 homo_lumo_gap_ev=6.2 molar_mass_g_mol=449.53 charge=-1
C -0.9516 -0.8947 0.5221
O 0.3083 -0.6203 1.0274
H -1.7374 -0.3379 1.0704
H -0.9483 -0.5101 -0.5238
H -1.1950 -1.9688 0.4161
C -3.9087 1.9631 -2.2954
O -4.7227 1.4113 -3.0237
N -3.7983 3.3270 -2.1958
N -2.9275 1.2993 -1.6142
H -4.5201 3.9165 -2.5616
H -3.0442 3.7631 -1.7003
H -2.7837 0.3032 -1.7173
H -2.1737 1.7779 -1.1544
C 1.1260 -3.4939 -3.3285
O 0.8597 -3.1996 -4.4944
N 2.2241 -4.2666 -3.0382
N 0.4154 -3.1338 -2.2405
H 2.4750 -4.6084 -2.1287
H 2.7533 -4.6388 -3.8038
H -0.3682 -2.4910 -2.3382
H 0.5998 -3.5468 -1.3433
C 2.0149 1.6099 3.2170
O 2.7538 0.6650 3.4253
N 1.2467 1.7723 2.0982
N 2.0108 2.7180 4.0612
H 1.0189 2.7042 1.8115
H 0.8310 0.9270 1.6552
H 1.2931 3.3943 3.8727
H 2.7789 2.9646 4.6515
C -1.7454 -1.0026 -4.3615
O -1.6591 -1.4419 -3.2181
N -0.8561 -1.3799 -5.3237
N -2.7503 -0.1760 -4.7595
H -0.0892 -1.9876 -5.0528
H -0.8892 -1.0166 -6.2566
H -2.9765 -0.0167 -5.7206
H -3.3447 0.1825 -4.0280
C -1.2506 1.6401 4.5540
C -0.7266 0.2593 4.9677
C -1.4715 -0.2038 6.2117
O -1.0218 0.6597 7.2878
C -1.5587 0.2854 8.5342
N -0.9310 -0.7353 3.9115
H -0.8011 1.9266 3.5991
H -1.0386 2.3766 5.3294
H -2.3106 1.5647 4.2936
H 0.3288 0.2271 5.2361
H -1.0514 -1.1746 6.5029
H -2.5626 -0.1841 6.1670
H -1.3572 1.1406 9.1828
H -1.0097 -0.5710 8.9465
H -2.6303 0.0709 8.5066
H -1.9246 -0.8907 3.7623
H -0.5856 -0.3885 3.0105
C 4.2172 -1.0258 -2.5810
C 3.1136 -0.2311 -1.8809
C 2.0487 0.2428 -2.8526
O 2.6632 1.0344 -3.8671
C 1.8339 1.4091 -4.9242
N 2.4823 -1.0602 -0.8088
H 4.9511 -1.3261 -1.8334
H 4.7260 -0.4512 -3.3515
H 3.6957 -1.9026 -2.9721
H 3.5118 0.6388 -1.3517
H 1.3179 0.8678 -2.3155
H 1.4610 -0.5585 -3.3227
H 1.8719 0.6228 -5.6947
H 2.2312 2.2979 -5.4235
H 0.7953 1.6256 -4.6535
H 1.9026 -1.7307 -1.3227
H 1.7604 -0.4232 -0.4534


Record 2
68
Properties=species:S:1:pos:R:3 method="wB97M-V/def2-TZVPD" multiplicity=1 de_lowest_ev=2.248 e_homo_ev=-8.42 homo_lumo_gap_ev=8.5 molar_mass_g_mol=493.56
C 3.7135 -3.8130 0.8181
C 2.8254 -3.2201 0.2123
C 1.6787 -2.4308 -0.5456
C 1.3796 -3.1068 -1.9560
C 0.3589 -2.2995 -2.8651
C -0.9801 -1.8502 -2.1381
C -2.2889 -2.5943 -2.6833
O -2.1419 -4.0168 -2.8096
C -2.5215 -4.7137 -1.6202
C -4.0890 -4.6958 -1.3031
N -4.2596 -4.9099 0.1710
P -2.0874 -6.5603 -1.9038
S -3.0199 -7.1588 -3.5308
O -1.1717 -0.4418 -2.4617
C -1.5838 0.3133 -1.3089
C -3.1787 0.4542 -1.2354
C -3.8413 -0.3181 -0.0143
C -3.1600 0.0147 1.3898
O -2.9516 1.1534 1.7406
O -2.7836 -1.1335 2.1567
H 4.3431 -4.2983 1.6129
H 0.7837 -2.4788 0.1430
H 2.0674 -1.3637 -0.6435
H 2.3759 -3.1101 -2.5162
H 1.0731 -4.1967 -1.8777
H 0.0670 -2.8480 -3.8168
H 0.8933 -1.3463 -3.1941
H -0.9398 -2.0472 -1.0243
H -2.4931 -2.1931 -3.7279
H -3.1470 -2.2570 -2.0304
H -1.9247 -4.3751 -0.7029
H -4.6012 -3.7253 -1.5638
H -4.6520 -5.5391 -1.8126
H -4.5878 -4.0669 0.6490
H -3.4049 -5.2553 0.6156
H -0.6917 -6.7644 -2.1070
H -2.6390 -7.3122 -0.8125
H -1.1981 1.3758 -1.4762
H -1.1125 -0.0329 -0.3390
H -3.6704 0.0726 -2.1923
H -3.4958 1.5458 -1.1333
H -4.9328 0.0170 0.0458
H -3.8745 -1.4404 -0.1497
H -1.9928 -1.5362 1.7281
O 1.5504 1.1430 0.4115
C 1.2316 2.0457 1.1410
C 0.5948 1.9004 2.5007
C 0.0704 3.2992 2.7590
C 1.0438 4.1579 1.9826
O 1.4408 3.3557 0.8578
H 1.3616 1.6124 3.2233
H -0.2104 1.1666 2.4805
H 0.0153 3.5600 3.8164
H -0.9333 3.3984 2.3351
H 1.9349 4.4067 2.5646
H 0.5829 5.0816 1.6299
O 3.6227 5.1751 3.4600
C 4.1341 5.9173 2.6646
C 5.2946 5.5818 1.7632
C 5.7459 6.9540 1.3014
C 4.4603 7.7503 1.3470
O 3.7037 7.1836 2.4259
H 4.9348 4.9698 0.9329
H 6.0793 5.0628 2.3114
H 6.2176 6.9539 0.3182
H 6.4624 7.3650 2.0184
H 3.8788 7.6545 0.4259
H 4.6405 8.8079 1.5419


Record 3
12
Properties=species:S:1:pos:R:3 method="wB97M-V/def2-TZVPD" multiplicity=1 de_lowest_ev=1.227 e_homo_ev=-9.90 homo_lumo_gap_ev=10.7 molar_mass_g_mol=99.09
O 1.7707 1.8907 0.8922
C 0.6913 1.3762 0.7447
C 0.3489 0.4706 -0.4184
C 0.5062 -1.0256 -0.0156
N -0.8576 -1.5563 -0.0167
C -1.6013 -0.6107 -0.4003
O -1.0542 0.5957 -0.7011
H -0.1287 1.4837 1.4868
H 0.9228 0.7592 -1.3023
H 1.1276 -1.5825 -0.7229
H 0.9525 -1.1423 0.9785
H -2.6781 -0.6586 -0.5250


Record 4
37
Properties=species:S:1:pos:R:3 method="wB97M-V/def2-TZVPD" multiplicity=1 de_lowest_ev=0.000 e_homo_ev=-13.24 homo_lumo_gap_ev=10.7 molar_mass_g_mol=208.33 charge=+1
N -0.5904 2.4189 0.2528
C 0.3549 1.2278 0.1588
C 1.0881 0.8679 1.3659
C 1.8777 -0.4894 1.2293
C 2.8003 -0.3895 0.0754
C 1.9340 -0.0098 -1.2036
C 0.8786 -1.1189 -1.4265
C 0.0213 -1.3274 -0.1814
C 0.9046 -1.6451 1.0501
C -0.8376 -0.0934 0.1164
N -1.7380 -0.1361 1.2465
C -2.8786 -0.8575 0.6758
C -3.0588 -0.1409 -0.7269
N -1.7432 0.3661 -1.0766
C 1.2072 1.3199 -1.0174
H -0.9932 2.3165 1.1683
H -0.1664 3.3441 0.2451
H 0.2864 0.8727 2.0931
H 1.7855 1.6603 1.6821
H 2.4543 -0.6719 2.1776
H 3.2562 -1.3270 -0.2733
H 3.4160 0.4969 0.2647
H 2.5861 0.0940 -1.9835
H 0.3123 -0.8237 -2.3836
H 1.3758 -2.1156 -1.6061
H -0.6756 -2.1429 -0.3706
H 1.4997 -2.4892 0.7541
H 0.4638 -1.9214 1.9421
H -2.0421 0.7657 1.6571
H -3.8240 -0.8856 1.2682
H -2.5839 -1.8508 0.7063
H -3.3642 -0.9225 -1.4371
H -3.6772 0.7449 -0.6641
H -1.4563 -0.0219 -1.9740
H -1.6018 1.4739 -0.9788
H 2.0508 1.9583 -0.8898
H 0.6780 1.4526 -1.9367


Record 5
74
Properties=species:S:1:pos:R:3 method="wB97M-V/def2-TZVPD" multiplicity=6 de_lowest_ev=0.133 e_homo_ev="-13.18 / -13.17" homo_lumo_gap_ev="8.0 / 8.7" molar_mass_g_mol=570.00 charge=+2
Sm 0.2781 -0.2321 -0.1589
C 0.0225 2.8072 1.6706
C 0.5497 3.3177 0.3409
N 1.1332 2.2282 -0.4799
C 2.6094 2.3128 -0.4342
C 3.2402 1.0281 -0.8319
N 2.8599 -0.0048 0.1435
C 3.7161 0.0646 1.3812
C 2.9907 0.0577 2.7568
C 2.0696 -1.1969 2.8603
N 0.6725 -0.9172 2.3538
C -0.1489 -0.1554 3.3001
C -1.5026 -0.0728 2.7046
N -1.5161 0.7492 1.5014
C -1.4071 2.2054 1.6834
H 0.1035 3.6117 2.4111
H 0.7264 2.0656 2.0574
H 1.2754 4.1523 0.5078
H -0.3742 3.7059 -0.2257
H 0.8568 2.3181 -1.4762
H 2.8381 2.4336 0.6192
H 2.9116 3.1501 -1.0508
H 4.3133 1.1314 -0.8375
H 2.9145 0.6951 -1.8601
H 3.0628 -0.9575 -0.2363
H 4.2799 0.9821 1.3419
H 4.4095 -0.7795 1.3891
H 2.3495 0.9631 2.8686
H 3.7339 0.0700 3.5662
H 1.9631 -1.5877 3.8609
H 2.4879 -1.9739 2.1657
H 0.1837 -1.8266 2.3221
H 0.2958 0.8212 3.3993
H -0.1473 -0.6220 4.2869
H -2.2505 0.3183 3.4221
H -1.9073 -1.0930 2.4173
H -2.3919 0.5453 1.0049
H -1.8524 2.5262 2.6504
H -2.0114 2.7033 0.8940
C -1.3122 -2.5316 -0.4073
C -1.1779 -1.9690 -1.6804
C 0.2145 -1.9128 -1.9901
C 0.8844 -2.6457 -0.9564
C -0.0660 -2.9857 0.0379
C 0.1413 -3.9218 1.1869
C 2.3007 -3.1554 -0.9647
C 0.8581 -1.2342 -3.1701
C -2.2920 -1.4919 -2.5730
C -2.5988 -2.7271 0.3645
H 0.1458 -4.9888 0.8642
H -0.6607 -3.7885 1.9033
H 1.1122 -3.7952 1.6999
H 2.3921 -4.1787 -1.3625
H 2.7851 -3.1277 -0.0333
H 2.9037 -2.5384 -1.6800
H 0.7693 -0.1292 -3.1711
H 0.3866 -1.5789 -4.1233
H 1.9366 -1.3957 -3.1832
H -2.3536 -2.2699 -3.3564
H -1.9902 -0.5642 -3.0589
H -3.2232 -1.3953 -2.0583
H -3.2100 -3.5208 -0.0428
H -3.1996 -1.8175 0.3381
H -2.3895 -3.0293 1.4066
N -3.8629 1.9662 -3.6778
C -3.7096 2.9781 -2.8363
N -4.5146 3.9883 -2.9239
N -2.7138 3.0865 -1.9319
C -2.0268 2.0273 -1.7084
N -1.3883 1.1021 -1.3544
H -4.5980 1.9858 -4.3127
H -3.2477 1.2534 -3.7601
H -5.3330 4.0153 -3.4952
H -4.3002 4.7456 -2.2786


Record 6
8
Properties=species:S:1:pos:R:3 method="wB97M-V/def2-TZVPD" multiplicity=1 de_lowest_ev=1.712 e_homo_ev="-8.27 / -7.83" homo_lumo_gap_ev="7.3 / 6.7" molar_mass_g_mol=90.00
C -1.0190 0.9126 0.6798
P 0.2531 0.9548 -0.4989
P 1.9218 -0.2230 0.4367
C 0.6575 -0.8508 -0.7231
H -1.4409 1.8421 1.0136
H -1.3149 0.0078 1.1852
H -0.0241 -1.6119 -0.3458
H 0.9666 -1.0316 -1.7474


Record 7
119
Properties=species:S:1:pos:R:3 method="wB97M-V/def2-TZVPD" multiplicity=1 de_lowest_ev=0.000 e_homo_ev=-2.32 homo_lumo_gap_ev=6.1 molar_mass_g_mol=1235.75 charge=-2
Cu 0.0290 0.1131 -0.9253
Cl 2.7861 4.4021 1.1587
Ge 3.4777 2.3808 0.0974
Cl 3.7540 3.2706 -2.0100
Cl 5.7474 2.5044 0.7351
Te -0.0335 2.9346 0.3024
C -0.5930 4.9611 0.4213
C -0.6065 5.8095 -0.6509
C -0.9042 7.1492 -0.2938
C -1.1061 7.2935 1.0463
S -0.9353 5.8075 1.8684
H -0.3918 5.4780 -1.6534
H -0.9578 7.9621 -0.9989
H -1.3513 8.1906 1.5860
C -6.8001 4.5159 4.3797
C -5.7192 4.1360 3.4034
C -4.5158 3.5999 3.8265
C -3.5223 3.2293 2.9222
C -2.2234 2.7284 3.5023
C -3.7094 3.3613 1.5445
Te -2.6285 2.1842 -0.2122
N -1.5805 0.8025 -1.5203
C -2.0052 0.9074 -2.7543
O -3.0834 1.4002 -3.1297
C -1.0867 0.3347 -3.8221
C -1.5826 -0.5538 -4.7684
C -0.7492 -1.0864 -5.7409
C 0.5869 -0.7124 -5.7951
C 1.0846 0.1923 -4.8680
C 0.2546 0.7062 -3.8833
C -3.1906 0.3734 0.7841
C -2.3722 -0.3971 1.5968
C -1.0116 0.0255 2.0774
C -2.8020 -1.6756 1.9579
C -4.0038 -2.2031 1.5308
C -4.4326 -3.5904 1.9218
C -4.8125 -1.4057 0.7291
C -4.4247 -0.1313 0.3422
C -5.3471 0.6493 -0.5530
C -4.8945 3.9925 1.1226
C -5.1553 4.4328 -0.3034
C -5.8772 4.3494 2.0425
H -6.5308 4.2212 5.3941
H -7.7469 4.0332 4.1287
H -6.9745 5.5941 4.3792
H -4.3359 3.4672 4.8888
H -1.8977 3.3851 4.3100
H -1.4305 2.7083 2.7534
H -2.3298 1.7227 3.9168
H -2.6291 -0.8276 -4.7270
H -1.1434 -1.7940 -6.4618
H 1.2370 -1.1246 -6.5575
H 2.1228 0.4941 -4.8971
H 0.6527 1.3953 -3.1490
H -0.9105 1.1145 2.1561
H -0.2324 -0.3245 1.3872
H -0.8147 -0.4099 3.0584
H -2.1461 -2.2769 2.5766
H -3.6102 -4.1376 2.3791
H -4.7730 -4.1538 1.0528
H -5.2562 -3.5623 2.6377
H -5.7662 -1.7888 0.3797
H -6.2698 0.0921 -0.7142
H -4.8894 0.8445 -1.5263
H -5.6068 1.6068 -0.1037
H -4.5630 3.9136 -1.0539
H -4.9258 5.4971 -0.3925
H -6.2075 4.3026 -0.5609
H -6.7873 4.8187 1.6816
N 1.6285 -0.5065 -0.3426
P 2.5477 -1.6994 -0.2244
N 3.1443 -2.1034 1.3243
C 2.2271 -2.8226 2.1955
C 2.9708 -3.3211 3.4272
C 3.5735 -2.1472 4.1873
C 4.4521 -1.3243 3.2529
C 3.6818 -0.9246 2.0026
N 4.0211 -1.5395 -1.0323
C 5.3312 -1.9554 -0.5665
C 6.1963 -2.3662 -1.7516
C 6.4656 -1.1626 -2.6634
C 5.3194 -0.1485 -2.5739
C 3.9928 -0.8457 -2.3167
N 1.9383 -3.2064 -0.7283
C 0.6883 -3.2738 -1.4703
C 0.9140 -3.8824 -2.8471
C 1.4025 -5.3350 -2.7192
C 2.1485 -5.5449 -1.3956
C 2.8896 -4.2764 -0.9965
H 1.7881 -3.6508 1.6384
H 1.3994 -2.1658 2.5154
H 3.7726 -3.9902 3.0981
H 2.2943 -3.8968 4.0665
H 4.1376 -2.4892 5.0591
H 2.7623 -1.5115 4.5552
H 5.3298 -1.9069 2.9609
H 4.8051 -0.4219 3.7544
H 4.3325 -0.3839 1.3153
H 2.8656 -0.2354 2.2654
H 5.2145 -2.7798 0.1400
H 5.8385 -1.1399 -0.0295
H 5.6623 -3.1434 -2.3074
H 7.1319 -2.8068 -1.3992
H 6.5892 -1.5067 -3.6957
H 7.4019 -0.6775 -2.3766
H 5.2489 0.4444 -3.4858
H 5.5083 0.5540 -1.7610
H 3.7885 -1.5535 -3.1390
H 3.1699 -0.1297 -2.3013
H 0.2874 -2.2592 -1.5538
H -0.0585 -3.8657 -0.9217
H 1.6612 -3.2737 -3.3627
H -0.0021 -3.8289 -3.4391
H 2.0599 -5.5807 -3.5574
H 0.5554 -6.0244 -2.7722
H 2.8505 -6.3799 -1.4755
H 1.4403 -5.7945 -0.6015
H 3.5899 -4.0009 -1.8016
H 3.4961 -4.4487 -0.1017


Record 8
72
Properties=species:S:1:pos:R:3 method="wB97M-V/def2-TZVPD" multiplicity=1 de_lowest_ev=2.501 e_homo_ev=-7.47 homo_lumo_gap_ev=6.9 molar_mass_g_mol=802.72
In 1.3907 -0.1210 0.9817
S 4.1095 -0.6198 -0.9620
C 4.1457 -2.2835 -0.9507
C 3.4310 -2.9475 -2.0224
N 2.8429 -3.4485 -2.8724
C 4.7236 -3.1065 0.0128
S 5.6187 -2.4421 1.3337
C 4.5273 -4.5144 0.0632
N 4.3541 -5.6477 0.1975
N 1.5886 6.3521 4.3804
C 1.2259 5.0253 4.2688
C 2.0791 4.1082 3.6462
C 1.7350 2.7727 3.5747
C 0.5368 2.3340 4.1229
C -0.3163 3.2320 4.7487
C 0.0271 4.5670 4.8245
S 0.0844 0.6392 3.9845
O -0.8717 0.3342 5.0098
O 1.3484 -0.1056 4.0203
N -0.4422 0.3616 2.4963
C -1.2904 1.1776 1.8160
N -2.0427 2.1017 2.4295
C -2.8473 2.8190 1.6590
C -2.9316 2.6549 0.2848
C -2.0854 1.7033 -0.2582
N -1.2648 0.9696 0.4786
H 2.3208 6.6892 3.7814
H 0.8716 7.0202 4.5993
H 3.0163 4.4514 3.2244
H 2.4097 2.0633 3.1116
H -1.2423 2.8695 5.1717
H -0.6364 5.2713 5.3123
H -3.4529 3.5614 2.1696
H -3.5988 3.2440 -0.3257
H -2.0528 1.5251 -1.3304
N 3.9419 -4.2645 3.1287
C 3.3611 -3.0844 3.2188
N 2.1924 -2.9253 3.8104
S 4.1037 -1.6459 2.5394
H 3.4348 -5.1141 3.3204
H 4.7810 -4.3422 2.5659
H 1.7273 -3.6984 4.2579
H 1.7880 -1.9862 3.9060
C -5.0539 -2.5410 -3.3847
C -3.9113 -2.5007 -2.3765
C -2.7718 -1.6200 -2.8742
N -1.7235 -1.4988 -1.8654
C -0.5209 -2.0818 -1.8570
S 0.2121 -2.4689 -0.3919
N 0.1070 -2.3412 -3.0341
C -0.0372 -1.7427 -4.3024
O 0.2369 -2.3705 -5.2920
C -0.4205 -0.3003 -4.3391
C -1.1020 0.1720 -5.4556
C -1.4434 1.5111 -5.5415
C -1.0831 2.3847 -4.5223
C -0.3729 1.9201 -3.4237
C -0.0435 0.5764 -3.3276
H -5.8573 -3.1898 -3.0387
H -4.7093 -2.9165 -4.3500
H -5.4712 -1.5448 -3.5432
H -3.5250 -3.5072 -2.2017
H -4.2726 -2.1216 -1.4163
H -3.1410 -0.6230 -3.1288
H -2.3544 -2.0541 -3.7811
H -2.0448 -1.2923 -0.9281
H 0.8756 -3.0126 -2.9824
H -1.3556 -0.5222 -6.2464
H -1.9773 1.8782 -6.4080
H -1.3437 3.4328 -4.5930
H -0.0651 2.6063 -2.6451
H 0.5278 0.2183 -2.4791